{
  "formula": "C19H19N3O4S2",
  "method": "ωB97M-V with the def2-TZVPD basis set",
  "symbols": ["H", "H", "O", "C", "H", "C", "O", "N", "H", "H", "C", "H", "H", "C", "C", "C", "C", "H", "N", "C", "H", "S", "H", "C", "H", "C", "H", "H", "N", "H", "C", "H", "C", "C", "S", "O", "H", "H", "C", "C", "C", "C", "C", "H", "O", "H", "C"],
  "positions_angstrom": [[1.5248, 1.3018, -5.1236], [-3.9971, 1.5506, -0.7058], [-0.6506, 2.2372, 0.9357], [-0.7835, -0.0156, 4.6671], [0.5570, 3.3388, -4.1073], [2.6367, 0.0469, 0.8532], [0.7151, -1.6297, -5.7984], [1.2906, -2.0811, -3.6707], [-0.3182, -3.0853, 5.9430], [-3.5060, 2.7399, -1.9359], [1.8272, 1.3314, 0.8897], [-1.0273, 0.5024, 5.5828], [2.4665, -0.5417, 1.7576], [-0.9507, 2.2891, -3.0254], [-0.9468, -0.0980, -3.2818], [-0.6806, -1.4039, 4.6685], [-0.5784, 0.7044, 3.5040], [3.7031, 0.2893, 0.7969], [1.5671, -2.5687, -1.3968], [-0.9251, -2.1836, 5.9224], [-0.2934, -3.1360, 3.4691], [2.1579, -0.1366, -1.9368], [1.4638, -3.0461, -3.9289], [1.5850, -1.7391, -2.3834], [-1.3740, -1.0541, -3.0234], [-0.3729, -2.0594, 3.4797], [0.0680, -1.8460, 1.3830], [-2.4150, 2.3556, -0.5642], [1.9319, -2.0298, -0.2427], [-0.7062, -1.5856, 6.8034], [0.1514, -0.0055, -4.1209], [2.0145, 1.9567, 0.0189], [-1.5235, 1.0515, -2.7395], [0.6811, 1.2375, -4.4544], [0.0299, 0.9688, 0.8487], [-0.2504, 0.1517, -0.2988], [1.9994, 1.9033, 1.7971], [-0.6667, 1.7792, 3.4782], [2.2571, -0.7905, -0.3154], [-3.1520, 1.9511, -1.2636], [0.7366, -1.2691, -4.6484], [-0.2725, 0.0293, 2.3381], [-0.1685, -1.3485, 2.3105], [-1.9721, -2.4835, 5.9700], [-2.6249, 0.8584, -1.9838], [-1.3421, 3.1916, -2.5840], [0.1336, 2.3705, -3.8834]],
  "atomic_forces_ev_per_a": [[0.1, 0.0, -0.1], [0.0, 0.1, 0.0], [0.1, 0.1, 0.4], [0.0, 0.0, -0.1], [0.0, 0.1, 0.0], [0.1, 0.0, 0.1], [0.0, 0.1, -0.2], [-0.1, -0.6, -0.5], [0.0, -0.1, 0.1], [0.0, 0.0, 0.0], [-0.8, -0.3, 0.2], [0.0, 0.1, 0.1], [0.1, 0.0, -0.1], [-0.3, 0.0, 0.3], [0.0, 0.2, 0.0], [0.0, 0.0, -0.1], [0.0, 0.2, 0.1], [-0.1, 0.0, 0.1], [-0.6, -0.9, -1.4], [-0.1, 0.0, 0.0], [0.0, -0.1, 0.0], [0.2, -0.9, 0.4], [0.0, 0.2, 0.0], [0.4, 1.1, 0.7], [0.0, -0.1, 0.1], [0.0, 0.1, 0.0], [0.0, -0.1, -0.1], [-0.1, 0.0, -0.1], [0.5, 0.3, 1.5], [0.0, 0.0, 0.1], [-0.5, 0.4, -0.1], [-0.1, 0.1, -0.1], [0.1, 0.0, -0.3], [0.0, -0.1, -0.1], [0.2, 0.4, 0.1], [-0.1, -0.3, 0.3], [0.0, 0.1, 0.0], [0.0, 0.1, 0.1], [0.5, 0.2, -0.8], [-0.1, 0.2, 0.1], [0.1, -0.2, 0.1], [0.2, 0.4, -0.5], [0.0, -0.2, -0.1], [-0.1, 0.0, 0.1], [0.2, -0.3, -0.1], [-0.1, 0.1, 0.0], [0.1, -0.1, -0.1]],
  "homo_ev": -8.5,
  "total_energy_ha": -1997.00822,
  "mol_weight_g_mol": 417.51,
  "relative_energy_kj_mol": 183.0,
  "smiles": "COc1cccc(C(=O)Nc2nnc(CCS(=O)(=O)c3ccc(C)cc3)s2)c1",
  "charge": 0,
  "orbital_gap_ev": 8.798
}

***

{
  "formula": "C24H41N4O31PS7",
  "method": "ωB97M-V with the def2-TZVPD basis set",
  "symbols": ["H", "C", "H", "C", "H", "H", "S", "N", "O", "O", "H", "H", "C", "C", "C", "C", "H", "H", "C", "O", "O", "C", "C", "C", "H", "O", "H", "O", "C", "C", "C", "P", "C", "O", "H", "O", "O", "C", "C", "N", "H", "H", "C", "O", "H", "C", "O", "S", "O", "H", "H", "O", "H", "S", "N", "O", "C", "H", "H", "H", "H", "H", "O", "H", "H", "H", "O", "S", "O", "H", "C", "O", "H", "H", "O", "H", "H", "H", "H", "H", "C", "S", "O", "O", "S", "O", "O", "H", "H", "C", "O", "N", "S", "H", "C", "H", "C", "O", "O", "O", "H", "O", "H", "H", "O", "O", "H", "O"],
  "positions_angstrom": [[-0.5360, -0.6307, -7.9261], [-1.0665, 6.9235, 4.8706], [-1.0251, -2.6526, -3.2345], [5.6031, 1.3397, 2.0560], [5.8883, 2.2645, 2.5618], [4.5217, 1.2250, 2.0970], [2.1863, -3.4413, 0.0841], [-2.0339, -1.4326, -5.0877], [-5.4701, -5.6999, 5.4674], [-0.5218, -0.3455, 5.4047], [1.1572, -1.7288, -6.2685], [4.9484, -1.5414, -0.4797], [0.4871, -1.3307, -5.4621], [4.4586, -3.0496, 1.0074], [-0.4571, 2.9846, 1.1583], [-1.4271, 8.0985, 3.9825], [-1.5328, 3.6892, -6.9829], [-1.0236, -2.5783, -7.3098], [6.1329, 1.3079, 0.6365], [1.1702, 4.3223, 3.6233], [-3.2339, 2.2110, -9.4453], [-0.3899, 3.4369, -4.1975], [-6.1029, -3.2180, 3.4750], [-0.0493, 0.0787, -5.8940], [-4.6559, -1.8128, 4.2927], [-4.2925, -5.1386, -2.1284], [-0.5858, 8.4317, 3.3770], [0.3745, 0.6362, 3.3207], [4.1088, -1.8614, 0.1342], [-0.5850, 0.2635, -7.2645], [-4.6861, -2.7744, 3.7830], [-1.8218, 1.6957, -9.3932], [-0.5637, 2.4804, -5.4110], [-1.8359, -5.1930, -2.0086], [-1.1921, 3.6860, 1.5639], [-4.5349, 7.0315, 4.3976], [7.5107, 0.9477, 0.7658], [-1.1266, 2.6907, -6.7196], [-1.1115, -5.5765, -0.8359], [-0.7237, -3.1351, -4.0841], [3.7542, -1.0187, 0.7347], [-0.5576, 7.2320, 5.7818], [0.4779, 1.2860, -3.4892], [-6.0156, -4.6357, 3.3124], [0.1407, -1.5088, 6.9957], [-0.8207, -2.2726, -5.2632], [-0.7758, 4.5673, -4.1382], [-4.8586, -5.2114, 4.2800], [-2.3151, 6.2964, 5.1765], [-6.4985, -2.7514, 2.5751], [-0.9130, 2.5287, -10.1119], [0.3130, 2.4672, 2.2496], [5.0566, -3.7814, 0.4589], [1.5395, 3.4684, 2.5469], [-1.0689, -3.1396, -6.4542], [2.1986, -4.6235, -0.7110], [1.3963, 0.2295, 6.6070], [-4.0810, -2.7226, 2.8744], [-0.5427, -6.4865, -1.0189], [0.9520, 0.7407, 7.4647], [-2.6668, -1.8984, -4.4351], [5.6373, 0.5359, 0.0466], [8.7000, 0.4976, 2.8772], [1.2515, 3.1886, -3.0857], [1.1042, 2.9764, -0.3381], [-2.6725, -6.7241, 0.1251], [2.7472, 2.7132, 2.5446], [-3.1914, -4.4227, -1.5835], [1.4665, 4.3198, 1.1762], [-0.9741, 2.1803, 0.6382], [0.5489, 3.6914, 0.2739], [6.2480, 0.2474, 2.7208], [1.0766, -1.2614, -4.5083], [-2.4695, -1.3290, -6.0065], [-4.1473, -3.8017, 4.6203], [0.0814, 4.4339, -0.3710], [-0.2946, -3.8172, -6.4868], [-1.7969, 0.4192, -10.0546], [2.4117, -0.0759, 6.8543], [-0.4256, -4.7668, -0.5807], [-2.1635, -5.7631, 0.2367], [7.6839, -0.0319, 2.0390], [-3.1188, -4.7310, 0.0018], [-0.8261, 2.0647, 4.9759], [-3.3166, 6.4745, 3.9234], [0.9854, -2.8619, 0.5779], [3.0294, -2.3054, -0.6899], [1.0929, -1.6059, 5.4943], [-1.8056, 8.9384, 4.5708], [-0.0192, 1.1833, -4.9517], [0.8544, 0.4628, -2.7097], [0.3518, 2.7078, -3.1925], [0.0338, 0.9789, 4.6588], [-0.4466, 6.1986, 4.3364], [0.5375, -0.9380, 6.1583], [6.0310, 2.2672, 0.1332], [-1.1305, 1.5622, -7.6689], [7.6958, -1.3788, 1.5719], [-3.9626, -5.9971, 3.4949], [3.1992, -3.6520, 1.3226], [-6.7731, -3.0144, 4.3144], [-3.0088, -3.0226, -1.7803], [0.2181, -3.5138, -3.9836], [4.9856, -2.7597, 1.9142], [-2.4865, 7.6240, 3.1486], [1.4030, 1.1363, 5.5019], [-1.7524, -5.6869, 1.2414], [-3.2696, 5.2891, 3.1363]],
  "atomic_forces_ev_per_a": [[-0.2, 1.1, 0.3], [0.6, -0.2, -0.4], [0.3, -0.2, -0.3], [-0.2, 0.6, 0.0], [-0.1, 0.0, 0.0], [0.1, -0.1, 0.2], [0.7, 0.3, 0.2], [0.9, -0.2, 0.1], [0.4, -0.1, -0.2], [0.0, 0.7, 0.2], [-0.6, 0.2, 0.7], [-0.1, -0.2, -0.2], [-0.9, 0.8, -0.3], [0.6, -0.1, -0.3], [-0.5, 0.6, 0.0], [0.1, 0.4, 0.5], [0.3, -0.9, 0.1], [0.1, -0.3, 0.3], [-0.4, -0.2, -0.1], [0.6, -0.1, 0.0], [1.4, -0.3, 0.2], [-0.2, -1.2, -1.9], [-0.2, 0.4, 0.4], [0.4, 0.5, 0.1], [0.1, -0.2, 0.2], [0.2, 0.5, -0.1], [-0.2, -0.1, -0.2], [-0.1, -1.6, 1.8], [0.1, 0.4, 0.5], [0.3, 2.0, 2.2], [0.1, 0.3, -0.6], [-2.0, 0.9, 0.2], [0.4, -2.0, 0.3], [-0.8, 0.1, 0.2], [0.0, 0.0, -0.1], [0.2, -0.4, -0.1], [0.1, -0.1, 0.7], [0.7, -1.5, 0.6], [0.4, 0.3, 0.4], [0.2, 0.3, -0.7], [0.0, 0.0, 0.0], [-0.3, -0.1, 0.1], [-0.8, 1.1, -1.9], [0.7, -0.2, 0.0], [-0.2, 0.1, -0.1], [-0.6, 0.0, 0.1], [0.5, -0.2, 0.5], [-0.1, 0.4, -0.3], [-0.6, 0.5, -0.3], [0.0, -0.3, -0.1], [0.0, -0.5, 0.3], [1.0, 2.4, -1.5], [0.0, 0.1, 0.0], [-1.2, -0.1, -0.9], [1.0, 0.0, 0.6], [-0.4, 0.3, 0.1], [-0.2, 0.0, 0.5], [0.0, 0.0, 0.0], [-0.1, 0.1, -0.2], [0.0, -0.1, 0.0], [0.1, 0.0, -0.5], [-0.1, 0.1, 0.0], [0.0, -0.3, -0.3], [-0.4, -0.3, 0.7], [-0.1, 0.0, 0.0], [0.1, 0.0, 0.1], [-0.1, 0.2, 0.3], [0.6, -0.7, 0.3], [0.0, -0.1, 0.7], [0.2, -0.2, 0.2], [-0.1, -0.4, -0.5], [0.4, -0.4, -0.6], [-0.7, 0.0, -0.9], [-0.2, -0.1, 0.6], [-0.5, -0.5, 0.1], [0.2, 0.1, 0.2], [-0.5, 0.2, -0.3], [0.7, 0.4, 0.7], [0.0, 0.1, -0.2], [0.0, -0.1, 0.0], [0.1, -0.8, 0.0], [-0.3, 0.4, -0.1], [0.1, 0.7, -0.6], [0.1, -0.3, -0.3], [0.5, 0.1, 0.2], [0.1, -0.5, -0.2], [-0.1, -0.7, 0.1], [0.0, 0.0, 0.1], [0.0, 0.0, 0.0], [-1.3, 0.3, -2.9], [0.1, 0.3, -0.4], [0.2, 0.5, -0.3], [0.2, -0.7, 0.3], [0.1, 0.1, 0.0], [0.5, -0.3, -0.2], [0.3, 0.0, 0.0], [1.1, -1.2, 1.5], [0.1, 0.2, 0.3], [-0.5, 0.1, 0.4], [-0.6, 0.4, -0.3], [0.0, 0.1, 0.0], [-0.3, -0.2, 0.0], [-0.4, 0.2, 0.2], [-0.2, -0.1, 0.1], [-0.1, -0.6, 0.2], [-0.3, -0.3, -0.4], [-0.2, 0.2, 0.0], [-0.3, 0.3, 0.0]],
  "homo_ev": -9.2,
  "total_energy_ha": -6619.04725,
  "mol_weight_g_mol": 1137.03,
  "smiles": "NC(N)(N)Cc1cc([PH2]=O)cc2c1C(=O)NC2=O.O=S1(=O)OCCO1.O=S1(=O)OCCO1.O=S1(=O)OCCO1.O=S1(=O)OCCO1.O=S1(=O)OCCO1.O=S1(=O)OCCO1.O=S1(=O)OCCO1",
  "charge": 0,
  "orbital_gap_ev": 8.057
}

***

{
  "formula": "C12H13Cl20FNO2PS",
  "method": "ωB97M-V with the def2-TZVPD basis set",
  "symbols": ["H", "H", "Cl", "H", "C", "H", "C", "S", "O", "H", "H", "H", "Cl", "C", "Cl", "Cl", "C", "Cl", "C", "P", "Cl", "Cl", "Cl", "Cl", "H", "H", "Cl", "O", "C", "Cl", "H", "H", "Cl", "Cl", "H", "C", "Cl", "H", "C", "Cl", "F", "Cl", "Cl", "Cl", "C", "Cl", "N", "C", "C", "Cl", "C"],
  "positions_angstrom": [[3.6192, 0.4655, -0.0120], [-0.4022, 0.3325, 2.2102], [-2.2661, -3.1093, 2.6255], [2.0704, 1.0430, 0.6200], [-2.9197, 2.3890, 1.5452], [-0.8743, -1.9426, -1.2050], [0.1419, 2.2399, -6.7757], [-0.6787, 0.1685, -2.9127], [-0.8793, 1.5794, -3.1006], [1.8511, 1.6844, -3.4314], [-1.8177, -1.3502, 1.0569], [2.4826, -0.7464, 0.6959], [-5.2116, 3.1816, -1.6623], [-0.3965, -1.1307, -0.6200], [4.3408, 0.8004, 4.3882], [0.5996, -2.7042, 2.4531], [2.2782, 1.6301, -2.4122], [-7.1293, 5.3232, -1.3486], [1.3141, -8.3478, 4.3546], [1.8949, -0.0359, -1.6460], [-4.3182, 5.9292, -1.6425], [1.9303, -9.9855, 4.6181], [-0.4782, -4.6480, 4.2957], [2.7206, 2.3352, 2.5510], [1.9094, 2.4529, -1.7657], [-2.2876, -0.1987, -0.1898], [1.0029, 3.4039, -5.7544], [0.0340, -0.3863, -4.0330], [2.5538, 0.1784, 0.0984], [-1.5452, 2.1345, -6.2588], [0.4474, -1.6077, -0.0786], [-3.8377, 2.9584, 1.4289], [0.9080, 0.6508, -6.6381], [5.0043, 3.5583, 3.8337], [-0.0881, 1.2468, 0.7192], [-1.4153, -0.5360, 0.4112], [-5.2853, 4.7068, 0.7922], [3.3867, 1.6885, -2.4231], [-2.0069, 1.6013, 1.4922], [-0.8500, -1.8256, 4.7942], [-2.1378, -0.4592, -2.7271], [5.4116, 1.5416, 1.8085], [2.5746, -7.3544, 3.6076], [0.2047, 2.7805, -8.4633], [-0.8528, 0.6475, 1.2454], [0.8465, -7.6360, 5.9077], [0.1148, -0.0079, -1.4584], [-5.4865, 4.7853, -0.9685], [-0.7492, -3.0720, 3.5426], [-0.0971, -8.4112, 3.2876], [4.3692, 2.0584, 3.1440]],
  "atomic_forces_ev_per_a": [[-0.6, -0.4, -0.1], [-0.3, 0.0, -0.5], [0.1, -0.3, 0.3], [0.4, -1.1, -0.5], [-0.3, -0.5, -0.3], [0.3, 0.5, 0.2], [0.0, -0.1, 0.0], [1.4, 3.5, -1.6], [-0.7, -0.7, 0.8], [0.3, 0.0, 0.6], [0.5, 0.8, -0.5], [0.0, 0.5, -0.3], [0.0, 0.1, 0.1], [-0.3, 0.0, 1.3], [0.0, 0.1, -0.1], [0.0, 0.0, 0.1], [-0.3, -0.2, 0.9], [0.1, 0.0, 0.0], [0.0, 0.0, 0.0], [1.4, -0.4, -0.7], [-0.1, -0.1, 0.1], [0.0, 0.1, 0.0], [0.0, 0.1, -0.1], [0.2, 0.3, 0.4], [0.0, -0.3, -0.5], [0.6, 0.0, 0.4], [-0.1, -0.1, -0.1], [-1.0, -1.5, 1.3], [-0.8, 1.1, -0.2], [0.1, 0.0, -0.1], [-0.3, 0.4, -0.5], [0.9, -0.4, 0.4], [0.0, 0.3, -0.2], [-0.1, -0.1, -0.1], [-0.4, -0.5, 0.0], [0.0, -0.6, -0.8], [-0.3, 0.3, -0.1], [-0.6, -0.1, -0.2], [0.7, -0.2, 0.0], [0.0, -0.1, -0.1], [1.5, -0.2, 0.2], [0.0, 0.1, 0.1], [-0.1, -0.1, 0.1], [0.0, 0.0, 0.1], [-1.2, 0.9, 0.5], [0.0, 0.0, -0.1], [-1.3, -1.1, -0.3], [0.0, 0.0, -0.1], [-0.1, -0.1, 0.1], [0.1, 0.0, 0.1], [0.0, 0.0, 0.1]],
  "homo_ev": -8.6,
  "total_energy_ha": -10713.35270,
  "mol_weight_g_mol": 994.34,
  "smiles": "C#CCCCN(P(C)C)S(=O)(=O)F.ClC(Cl)(Cl)Cl.ClC(Cl)(Cl)Cl.ClC(Cl)(Cl)Cl.ClC(Cl)(Cl)Cl.ClC(Cl)(Cl)Cl",
  "charge": 0,
  "orbital_gap_ev": 8.497
}

***

Which formula does entry 1 have? C19H19N3O4S2